The following is a quantum chemistry calculation of a structure of composition C31H20Cl5F10HfN7S at a distorted geometry, from OMol25.

Frontier orbital gap in eV: 6.65
Calculated total energy in eV: -144831.532
F_max in eV/Å: 1.3
Molecular weight in g/mol: 1068.35

Each line ends with the Löwdin charge.
Cartesian coordinates (Å):
Hf: -0.243752 -0.298530 -0.093901  1.68
Cl: -5.924498 1.660555 -0.925943  0.68
Cl: -3.236555 3.249658 3.462053  0.70
Cl: -3.414108 0.407248 -2.051003  0.72
Cl: -0.643936 2.073763 2.263492  0.78
Cl: -5.937028 2.985142 1.912418  0.69
S: 1.624489 -2.183305 0.139938  0.71
F: 2.957528 -3.236167 -4.852269  0.13
F: 1.628218 0.274740 1.797331  -0.03
F: 3.797415 -0.747901 -5.478170  0.13
F: 0.370008 1.032698 -2.910981  0.08
F: 0.793680 -1.496290 6.755989  0.12
F: -1.100276 -1.786749 5.017553  0.08
F: 3.178044 -0.350495 6.150749  0.12
F: 2.452207 1.394412 -4.464970  0.13
F: 3.555770 0.560804 3.584739  0.12
F: 0.945359 -3.646709 -3.222798  0.09
N: -1.742335 -2.302552 0.233369  -0.28
N: -0.689591 -0.933283 2.169421  -0.13
N: 1.855323 0.756042 -0.600101  -0.08
N: -0.534695 -1.406055 -2.018963  -0.15
N: 3.054889 0.055970 -0.556828  -0.01
N: -0.251041 2.460242 -0.947464  0.06
N: 4.186375 -1.872416 -0.347540  0.08
C: 1.237518 -2.372116 -3.506486  -0.15
C: 2.994002 -1.218818 -0.280514  -0.83
C: 0.985222 2.948325 -0.940390  -0.24
C: 2.073986 0.153379 -4.162969  -0.15
C: -2.716654 -1.899795 1.254285  -0.19
C: 2.421657 -0.047853 3.935381  -0.15
C: -3.303947 2.368570 1.986483  -0.71
C: -1.224831 3.237928 -1.407198  -0.10
C: -2.169154 1.743700 1.479832  -0.68
C: -1.043328 -3.527416 0.678890  -0.11
C: 3.448108 2.577621 -0.339020  -0.02
C: -1.393310 -2.584532 -2.139417  -0.24
C: 1.028382 -1.075597 5.513029  -0.15
C: 0.254373 5.050003 -1.806882  -0.04
C: 0.998919 -0.059805 -3.338548  -0.18
C: 1.277809 4.239272 -1.344042  0.00
C: -4.498960 1.652404 0.041994  -0.71
C: 0.039424 -1.237221 4.557338  -0.13
C: 2.746149 -0.921957 -4.688825  -0.16
C: 2.081430 2.023835 -0.591498  -0.26
C: 0.193558 -0.835202 3.219624  -0.23
C: 1.424344 -0.226311 3.012656  -0.23
C: 0.533197 -1.320741 -2.934444  -0.20
C: -2.419179 -2.547913 -1.051734  -0.21
C: -1.970388 -1.545917 2.509534  -0.23
C: -3.339125 1.029526 -0.414174  -0.71
C: -1.023506 4.535762 -1.852866  -0.03
C: -4.498126 2.279266 1.281877  -0.70
C: 2.234380 -0.492815 5.221551  -0.16
C: -2.146756 0.964810 0.322580  -0.35
C: 2.310823 -2.178099 -4.363977  -0.14
H: -2.987935 -3.482763 -1.020893  0.14
H: -2.220927 2.822335 -1.411623  0.09
H: -1.861444 5.112391 -2.229058  0.12
H: -2.600367 -0.894356 3.124447  0.13
H: -1.902350 -2.599235 -3.109402  0.13
H: -0.825677 -3.506130 -2.072991  0.10
H: 2.297301 4.601790 -1.329156  0.11
H: 3.958994 1.958943 0.390602  0.08
H: -1.817025 -2.457475 3.082553  0.11
H: -0.333861 -3.856548 -0.069400  0.04
H: -3.276094 -1.059080 0.870154  0.09
H: 4.251922 -2.799597 0.028129  0.08
H: -3.116936 -1.737653 -1.218219  0.04
H: 0.462435 6.061555 -2.135092  0.12
H: -1.782145 -4.318262 0.845340  0.11
H: -3.429139 -2.711383 1.451694  0.14
H: -0.495129 -3.335056 1.596898  0.07
H: 4.053449 2.553786 -1.251953  0.10
H: 3.387546 3.602665 0.026801  0.08
H: 5.019873 -1.319068 -0.437021  0.10

Force components x, y, z for each atom (eV/Å):
Hf 0.050 -1.315 0.246
Cl -0.088 0.060 0.136
Cl -0.030 0.002 0.006
Cl 0.234 0.195 0.027
Cl -0.176 0.082 -0.048
Cl 0.098 -0.033 -0.073
S 0.150 0.175 0.069
F 0.030 -0.146 -0.026
F 0.211 0.604 -0.981
F 0.290 0.045 -0.246
F -0.497 0.274 0.027
F -0.038 -0.067 0.155
F -0.149 -0.074 0.129
F 0.185 0.024 0.166
F 0.037 0.219 -0.013
F 0.134 0.079 -0.085
F 0.001 -0.218 0.038
N 0.122 0.239 -0.348
N 0.470 0.353 -0.414
N 0.572 -0.652 0.032
N 0.651 1.017 0.559
N -0.325 -0.196 -0.052
N -0.111 -0.349 0.058
N -0.207 0.046 0.009
C 0.291 -0.240 -0.056
C 0.200 -0.108 -0.109
C 0.336 -0.091 0.180
C -0.054 0.022 0.031
C -0.026 -0.273 -0.130
C 0.060 0.018 -0.061
C 0.126 0.044 0.150
C -0.096 -0.033 0.153
C 0.112 0.015 -0.130
C -0.190 0.060 0.027
C -0.011 0.124 -0.089
C 0.216 0.231 -0.317
C -0.285 -0.154 0.092
C 0.124 0.104 -0.033
C -0.043 -0.290 -0.118
C 0.106 0.345 -0.100
C -0.131 -0.035 -0.122
C -0.086 -0.066 0.111
C 0.133 0.051 -0.052
C -0.069 0.471 -0.050
C -0.553 -0.162 -0.174
C 0.104 -0.102 0.388
C -0.658 0.449 0.314
C -0.035 -0.065 0.326
C 0.165 0.093 0.162
C 0.125 -0.025 0.087
C -0.144 -0.005 -0.046
C -0.158 0.091 0.061
C 0.138 0.060 0.085
C -1.017 0.140 -0.131
C -0.115 -0.411 0.096
H -0.002 -0.090 0.049
H 0.010 -0.036 -0.019
H 0.100 -0.070 0.072
H -0.004 0.061 0.048
H 0.002 0.035 -0.059
H 0.062 -0.150 -0.005
H -0.150 -0.019 -0.014
H 0.009 -0.034 0.049
H -0.022 -0.070 0.066
H 0.000 -0.044 -0.122
H -0.124 0.078 -0.051
H -0.002 -0.021 0.012
H -0.041 -0.069 0.063
H -0.009 -0.062 0.009
H -0.018 -0.033 0.033
H 0.034 -0.036 -0.030
H -0.028 0.009 -0.034
H -0.057 -0.002 0.073
H 0.022 -0.100 -0.041
H 0.045 0.030 -0.013

---

The following is a quantum chemistry calculation of an isolated molecule of C4H4N2 at a distorted geometry, from OMol25.

Frontier orbital gap in eV: 9.31
Calculated total energy in eV: -7189.075
SMILES: C#CC(N)=C=N
F_max in eV/Å: 1.6
Molecular weight in g/mol: 80.09

Each line ends with the natural charge from an NBO analysis.
Cartesian coordinates (Å):
N: 0.995993 0.449624 1.212446  -0.80
N: 1.606516 -1.048663 -1.744637  -0.57
C: -2.352080 0.313951 -0.192966  -0.21
C: 0.963485 -0.333797 -0.980505  0.43
C: -1.150418 0.263306 -0.116082  -0.05
C: 0.266485 0.170724 0.012698  -0.15
H: 1.397722 -1.892732 -1.187095  0.38
H: -3.408868 0.419931 -0.274004  0.24
H: 1.264144 1.423900 1.254054  0.37
H: 0.417022 0.233754 2.016092  0.37

Force components x, y, z for each atom (eV/Å):
N -0.116 0.295 0.192
N -0.433 0.193 0.760
C 0.352 0.090 0.041
C -0.020 -0.022 0.011
C -0.542 0.273 0.070
C -0.025 0.108 -0.219
H 0.665 -0.998 -1.014
H 0.084 -0.080 0.009
H -0.068 0.065 0.166
H 0.104 0.075 -0.016

---

The following is a quantum chemistry calculation of a structure of composition C6H7NO4S at a distorted geometry, from OMol25.

Frontier orbital gap (spin up / spin down) in eV: 6.99 / 6.28
Calculated total energy in eV: -26845.672
F_max in eV/Å: 5.4
Molecular weight in g/mol: 189.19

Each line ends with the natural charge from an NBO analysis.
Cartesian coordinates (Å):
S: -2.709921 -0.808221 0.500580  1.01
O: 0.552818 3.290391 0.438056  -0.54
O: -2.506109 0.711194 -0.310089  -0.63
O: 2.137407 1.939538 -0.268200  -0.70
O: -3.911025 -1.322083 -0.104803  -0.92
N: 0.387516 -0.104644 -0.041544  -0.31
C: -0.068421 1.170131 -0.135089  -0.20
C: 0.802735 -2.143183 0.128546  -0.43
C: -0.054127 -1.150492 -0.716266  0.11
C: 1.159339 -0.890275 0.912184  -0.19
C: -1.463818 1.499849 -0.266404  0.26
C: 0.889046 2.216846 0.117163  0.75
H: 2.249226 1.309769 -1.043355  0.50
H: 2.160555 -0.722288 0.962499  0.21
H: -1.786417 2.508500 -0.665492  0.21
H: 1.658363 -2.490239 -0.509131  0.21
H: 0.663260 -0.830259 1.954837  0.21
H: -0.662936 -1.214416 -1.546398  0.23
H: 0.502501 -2.970116 0.592900  0.23

Force components x, y, z for each atom (eV/Å):
S 2.403 0.337 0.423
O -0.149 2.932 1.495
O 0.381 0.167 0.396
O 2.326 -0.864 -1.123
O -1.632 -0.854 -0.752
N -0.264 -1.008 -1.475
C -3.072 0.851 1.082
C 1.795 3.247 -3.948
C 0.334 -1.932 3.193
C -2.998 -0.550 2.566
C 1.388 0.486 -1.499
C -0.916 -1.310 -2.268
H -0.715 0.988 1.632
H 2.794 1.033 0.251
H 0.975 -0.958 0.871
H -0.466 0.378 0.435
H 0.864 -0.110 -1.582
H -1.002 0.146 -1.670
H -2.047 -2.981 1.972

---

The following is a quantum chemistry calculation of a cluster of 3 separate species, C2H9NO3 in total, from OMol25.

Frontier orbital gap in eV: 10.74
Calculated total energy in eV: -9852.024
SMILES: NCC=O.O.O
F_max in eV/Å: 0.8
Molecular weight in g/mol: 95.10

Each line ends with the natural charge from an NBO analysis.
Cartesian coordinates (Å):
O: -0.062719 2.833785 2.207685  -0.96
O: 1.516455 1.433318 0.064437  -0.53
O: -1.104484 -1.935037 -2.239213  -0.99
N: 0.064788 -1.555890 0.094691  -0.85
C: -0.290758 -0.145391 0.254370  -0.34
C: 0.731396 0.695458 -0.469441  0.45
H: 0.436910 2.688741 1.397923  0.49
H: -1.249163 0.005439 -0.249099  0.23
H: -0.700205 -2.360336 -2.998821  0.46
H: 0.524090 3.187566 2.879505  0.47
H: 0.964504 -1.760867 0.499920  0.38
H: -0.440000 0.210920 1.278081  0.21
H: -0.660789 -2.167924 0.432971  0.39
H: -0.385649 -1.741578 -1.581924  0.48
H: 0.655623 0.611796 -1.571084  0.12

Force components x, y, z for each atom (eV/Å):
O -0.588 -0.042 0.064
O 0.077 0.057 -0.045
O 0.171 0.262 0.003
N 0.347 0.615 -0.090
C -0.439 0.062 0.381
C -0.550 0.012 -0.195
H 0.403 0.023 0.241
H 0.025 0.012 -0.172
H 0.057 0.018 0.007
H 0.218 -0.021 -0.229
H -0.061 -0.194 0.292
H 0.369 -0.104 0.073
H 0.083 -0.127 0.169
H -0.459 -0.525 -0.484
H 0.348 -0.048 -0.013

---

Number 2 is which compound?
C4H4N2

---

Number 2 is which compound?
C4H4N2